{"formula": "C33H46ClN15O2", "method": "wB97M-V/def2-TZVPD", "species": ["C", "C", "O", "O", "C", "C", "Cl", "C", "N", "C", "C", "N", "H", "H", "H", "H", "H", "H", "H", "C", "C", "N", "H", "H", "H", "C", "C", "N", "H", "H", "H", "C", "C", "N", "H", "H", "H", "C", "C", "N", "H", "H", "H", "C", "C", "N", "H", "H", "H", "C", "C", "N", "H", "H", "H", "C", "C", "N", "H", "H", "H", "C", "C", "N", "H", "H", "H", "C", "C", "N", "H", "H", "H", "C", "C", "N", "H", "H", "H", "C", "C", "N", "H", "H", "H", "C", "C", "N", "H", "H", "H", "C", "C", "N", "H", "H", "H"], "positions_angstrom": [[1.166979, -0.765268, -1.145044], [1.184164, -0.197590, 0.296562], [0.340681, 0.565266, 0.618446], [2.184612, -0.669237, 1.122041], [2.818835, 0.372910, 1.858538], [3.126296, -0.011153, 3.350315], [4.801756, 0.518224, 3.752054], [2.197916, 0.850707, 4.219221], [1.479503, 1.464902, 4.822600], [2.822715, -1.488670, 3.723166], [3.814174, -2.398258, 3.011258], [4.333744, -3.306946, 2.597377], [1.224438, 0.068951, -1.874951], [0.219050, -1.332880, -1.310287], [2.024498, -1.459431, -1.242606], [2.271707, 1.332139, 1.864933], [3.795320, 0.585324, 1.371521], [2.941117, -1.595357, 4.817215], [1.778469, -1.724511, 3.450208], [-0.614371, 2.738814, 6.756272], [-1.833348, 2.631031, 7.582170], [-2.774332, 2.548095, 8.219113], [-0.080516, 1.793002, 6.757660], [-0.882071, 2.992337, 5.731893], [0.036368, 3.513753, 7.156903], [0.110952, 3.438628, -2.907096], [0.609129, 2.117025, -3.324490], [0.993227, 1.090752, -3.639401], [-0.857480, 3.333989, -2.433972], [0.807635, 3.887096, -2.201379], [0.014465, 4.088573, -3.775791], [0.029742, 6.346886, 5.300158], [1.117452, 5.724467, 6.076548], [1.955669, 5.241555, 6.676702], [-0.139164, 5.781986, 4.384496], [-0.886821, 6.354555, 5.888636], [0.297645, 7.370805, 5.044063], [4.905944, 0.154809, -1.182373], [4.265205, 1.433265, -1.545403], [3.770413, 2.419711, -1.826423], [5.539951, -0.185187, -1.999669], [5.516337, 0.286990, -0.289330], [4.143992, -0.597976, -0.984887], [-0.296462, 5.414245, 1.044692], [-1.050610, 5.053656, -0.169109], [-1.633985, 4.771236, -1.105036], [0.387140, 4.607704, 1.308330], [0.275969, 6.323543, 0.867374], [-0.986849, 5.581696, 1.869988], [6.605290, 3.446151, 0.692672], [5.386815, 3.341160, 1.516323], [4.448095, 3.258040, 2.156359], [7.158383, 2.508123, 0.727994], [6.354358, 3.675692, -0.340573], [7.237292, 4.244793, 1.080311], [-3.288539, -0.477973, -1.311289], [-2.804902, -1.824181, -1.686767], [-2.428907, -2.860117, -1.979784], [-4.243293, -0.556345, -0.803349], [-2.570645, 0.000297, -0.645904], [-3.407342, 0.131961, -2.205384], [-7.246021, 1.283073, -1.716166], [-6.022368, 1.411425, -0.903876], [-5.077256, 1.507258, -0.275570], [-8.006130, 0.742293, -1.154646], [-7.625397, 2.271493, -1.970351], [-7.025235, 0.738642, -2.633577], [8.609160, 6.181441, -1.479985], [7.843004, 5.015637, -1.957769], [7.254985, 4.114198, -2.350884], [8.615012, 6.199733, -0.390837], [9.634741, 6.121699, -1.840959], [8.153512, 7.098791, -1.849433], [-1.907215, -6.114324, -3.242688], [-2.607821, -7.390431, -3.478754], [-3.150027, -8.374895, -3.661312], [-2.505170, -5.476707, -2.593207], [-0.945372, -6.302542, -2.768335], [-1.741789, -5.601874, -4.187751], [-3.457379, -4.601162, 1.739244], [-4.337397, -3.508477, 1.288092], [-5.017065, -2.665604, 0.937250], [-2.641017, -4.732620, 1.030182], [-3.045066, -4.362878, 2.718481], [-4.024538, -5.528202, 1.806980], [-3.764055, -4.010230, -5.086471], [-4.645750, -2.915048, -5.530251], [-5.326745, -2.067810, -5.869885], [-2.947577, -4.140103, -5.796051], [-3.349962, -3.776646, -4.105864], [-4.330500, -4.939086, -5.022150], [-5.579296, -11.216953, -3.844584], [-6.372550, -11.627440, -5.018367], [-6.985046, -11.944464, -5.924620], [-4.884813, -12.010037, -3.572093], [-5.014790, -10.313741, -4.074813], [-6.240875, -11.018171, -3.002795]], "forces_ev_per_angstrom": [[0.6, -0.7, 1.1], [-0.5, -1.3, -2.4], [-0.4, 1.2, 1.2], [0.0, 0.8, -0.1], [1.3, 0.6, 0.2], [-1.7, 1.1, 0.7], [-0.4, -0.6, 0.0], [3.2, -2.9, -2.7], [-2.2, 1.9, 1.8], [1.5, 0.3, -0.5], [-3.3, 2.4, 2.2], [1.8, -2.1, -1.3], [0.0, -0.7, 0.6], [0.7, 0.5, 0.2], [-0.5, 0.3, -0.3], [0.0, -0.7, -0.2], [-0.6, -0.3, 0.3], [0.1, -0.1, -0.6], [0.6, 0.0, -0.1], [-0.5, 0.0, 0.4], [1.3, 0.2, -0.9], [-0.9, -0.1, 0.6], [0.0, 0.1, 0.0], [0.0, -0.1, 0.0], [0.0, -0.1, 0.0], [0.3, -0.6, -0.4], [-0.4, 1.5, 0.3], [0.3, -0.8, -0.5], [0.0, -0.1, -0.1], [0.0, -0.1, 0.0], [0.0, 0.0, 0.0], [0.3, -0.2, 0.2], [-1.2, 0.7, -0.9], [0.8, -0.5, 0.6], [0.0, 0.0, 0.0], [0.0, 0.0, 0.0], [0.0, 0.0, 0.0], [-0.2, 0.4, -0.1], [0.7, -1.4, 0.4], [-0.5, 1.0, -0.2], [0.0, 0.0, 0.0], [0.0, 0.0, 0.0], [0.0, 0.0, 0.0], [-0.2, -0.1, -0.3], [0.7, 0.4, 1.4], [-0.8, 0.0, -0.6], [0.0, 0.0, 0.0], [0.0, 0.0, 0.0], [0.0, 0.0, -0.1], [-0.4, 0.0, 0.3], [1.3, 0.2, -0.9], [-1.0, 0.0, 0.5], [0.0, 0.0, 0.0], [-0.1, -0.1, 0.1], [0.0, 0.0, 0.1], [0.3, -0.7, -0.2], [-0.5, 1.6, 0.4], [0.4, -1.1, -0.3], [0.1, -0.2, 0.0], [0.0, 0.0, 0.0], [0.0, 0.0, 0.0], [0.4, 0.0, 0.2], [-1.4, 0.0, -0.8], [0.7, 0.3, 0.6], [0.0, 0.0, 0.0], [0.0, 0.0, 0.0], [0.0, 0.0, 0.0], [-0.2, -0.3, -0.1], [0.5, 0.6, 0.0], [0.0, -0.1, -0.1], [0.0, 0.0, 0.0], [0.0, 0.0, 0.0], [0.0, 0.0, 0.0], [-0.2, -0.4, 0.0], [0.8, 1.4, 0.2], [-0.6, -1.0, -0.2], [0.1, 0.0, 0.0], [0.0, 0.0, 0.0], [0.0, 0.0, 0.0], [-0.2, 0.3, -0.1], [1.0, -1.2, 0.5], [-0.7, 0.9, -0.4], [0.0, 0.0, 0.0], [0.0, 0.0, 0.0], [0.0, 0.0, 0.0], [-0.3, 0.3, -0.1], [1.0, -1.2, 0.5], [-0.7, 0.8, -0.3], [-0.1, 0.0, 0.0], [0.0, 0.1, 0.0], [0.0, 0.0, 0.0], [-0.2, -0.1, -0.4], [0.9, 0.4, 1.3], [-0.6, -0.3, -0.9], [0.0, 0.0, 0.0], [0.0, 0.0, 0.0], [0.0, 0.0, 0.0]], "mulliken_charge": [-0.4214, 0.6035, -0.5555, -0.4059, -0.5698, 1.3310, -0.1146, -0.4089, -0.3196, -0.4932, 0.0902, -0.4778, -0.0200, 0.1332, 0.2841, 0.4429, -0.0767, 0.4727, 0.3679, -0.3725, 0.1991, -0.3809, 0.2528, 0.2098, 0.0741, -0.7493, 0.4557, -0.5551, 0.2799, 0.1887, 0.3724, -0.4898, 0.3150, -0.4173, -0.0155, 0.2908, 0.3532, -0.7104, 0.4877, -0.4330, 0.4252, 0.2101, 0.0711, -0.6261, 0.3740, -0.4772, 0.1593, 0.3302, 0.2306, -0.5117, 0.3250, -0.3852, 0.2812, -0.0448, 0.3585, -0.6734, 0.3467, -0.4702, 0.1454, 0.2933, 0.3059, -0.8123, 0.4268, -0.4141, 0.2722, 0.3051, 0.2695, -0.8242, 0.4062, -0.3853, 0.2623, 0.2825, 0.2844, -0.7105, 0.4189, -0.4014, 0.1300, 0.3659, 0.1872, -0.7779, 0.3169, -0.3538, 0.2366, 0.2851, 0.2848, 0.0122, 0.1349, -0.3809, 0.3145, -0.3354, 0.2851, -0.5391, 0.2723, -0.3480, 0.2489, 0.1471, 0.2481], "spin_multiplicity": 1, "e_tot_ev": -73930.4981, "orbital_gap_ev": 11.03, "e_homo_ev": -10.9655}